Formula: C34H47Cl2F3O27
Source: the Open Molecules 2025 dataset
Level of theory: wB97M-V/def2-TZVPD

Last column: Mulliken charge in e.
Atoms and positions in Å:
C 1.2237 0.3423 4.7836  -1.443
C -0.1527 0.0839 4.0461  0.235
C -0.2934 0.6849 2.6781  0.096
O -1.0301 -0.3232 2.0175  0.316
C -1.1054 -1.4874 2.6671  0.262
O -1.6674 -2.5472 2.2425  -0.683
O -0.3524 -1.3348 3.7574  -0.363
H 1.1002 0.0685 5.8314  0.461
H 1.5339 1.3763 4.6335  0.227
H 1.9786 -0.2973 4.3262  0.294
H -0.9672 0.3510 4.7193  0.561
H 0.6767 0.8790 2.2206  -0.441
H -0.9011 1.5823 2.7944  0.693
C 3.1360 2.1844 -0.2015  -1.730
C 2.9005 0.6588 -0.2660  1.283
C 4.1560 -0.1180 0.1289  -0.640
O 3.6321 -1.1935 0.9069  -0.350
C 2.4089 -0.8697 1.3333  0.474
O 1.8434 -1.4991 2.2355  -0.373
O 1.9791 0.2207 0.7555  1.076
H 3.4656 2.4126 0.8121  0.457
H 2.2088 2.6800 -0.4890  0.210
H 3.9867 2.4756 -0.8176  0.496
H 2.5749 0.2464 -1.2210  -0.709
H 4.8930 0.4869 0.6572  0.349
H 4.7060 -0.5106 -0.7264  0.545
C 0.2996 -4.6915 2.7251  -1.830
C 0.0626 -4.0293 1.3845  0.397
C 0.6969 -2.6479 1.1652  -0.467
O 1.6458 -2.9316 0.1207  -0.143
C 1.6109 -4.2639 -0.2140  0.491
O 2.3181 -4.8637 -0.9888  -0.655
O 0.6736 -4.8978 0.4869  -0.434
H -0.4392 -5.4925 2.7505  0.424
H 0.0003 -4.0150 3.5256  0.246
H 1.3327 -5.0117 2.8608  0.356
H -1.0084 -4.1297 1.2081  0.528
H 1.1725 -2.3472 2.0987  0.498
H -0.1200 -2.0311 0.7904  -0.020
C 1.0492 6.1153 1.6178  -1.672
C 1.7010 4.7898 1.2065  0.381
C 2.1036 3.8214 2.2859  -0.780
O 1.3795 2.6377 2.0196  0.010
C 0.7317 2.7533 0.8148  -0.850
O 0.0273 1.9066 0.3120  0.210
O 0.9252 4.0249 0.3660  -0.204
H 0.0574 5.9762 2.0479  0.318
H 1.0608 6.8080 0.7763  0.394
H 1.6549 6.4461 2.4615  0.435
H 2.5372 5.1297 0.5954  0.332
H 1.8316 4.0864 3.3076  0.685
H 3.1702 3.5971 2.2772  0.308
C -3.4092 -1.8628 -1.9492  -1.409
C -3.4494 -0.3491 -2.2714  1.956
C -2.2008 0.0916 -3.0401  0.652
O -2.7584 1.1019 -3.8454  -0.579
C -4.1417 0.8929 -3.9872  0.515
O -4.9315 1.4734 -4.8018  -0.678
O -4.4702 -0.0643 -3.2103  -0.479
H -2.6054 -2.1734 -1.2817  0.171
H -3.2364 -2.5206 -2.8009  0.553
H -4.3010 -2.2119 -1.4287  0.152
H -3.6298 0.2132 -1.3553  -0.070
H -1.7022 -0.6595 -3.6527  0.548
H -1.3500 0.4646 -2.4699  -0.659
C 1.9521 -3.8041 -2.9891  -1.750
C 2.3646 -2.6548 -2.0575  0.933
C 3.8452 -2.7714 -1.5957  0.074
O 4.3249 -1.5094 -1.8917  -0.427
C 3.4678 -0.7400 -2.5809  0.638
O 3.5562 0.4382 -2.7452  -0.460
O 2.3808 -1.4630 -2.8113  -0.244
H 2.6549 -3.8806 -3.8187  0.506
H 1.0222 -3.6576 -3.5385  0.335
H 1.8822 -4.7412 -2.4366  0.380
H 1.6565 -2.4947 -1.2445  -0.651
H 4.3852 -3.4858 -2.2172  0.472
H 3.8433 -3.1369 -0.5688  0.156
C -0.0666 -0.2585 -0.1589  -2.333
Cl -1.7511 -0.4040 -0.5579  -0.294
Cl 0.9012 -1.4262 -1.0714  0.800
H 0.3202 0.7496 -0.3081  -0.475
H 0.0215 -0.5034 0.8996  0.980
C -3.7181 -0.7133 0.5538  0.686
C -4.2488 -1.0534 1.9273  0.590
O -5.1367 -2.1473 1.6371  -0.438
C -5.5435 -1.9862 0.3153  0.419
O -6.4394 -2.6422 -0.2682  -0.606
O -4.8167 -1.0244 -0.2210  -0.360
F -4.8982 0.0068 2.4370  -0.390
H -2.7694 -1.2250 0.3918  -0.074
H -3.5315 0.3597 0.5092  0.706
H -3.4753 -1.4012 2.6121  0.362
C 1.0735 0.2808 -3.2075  -0.632
C 0.1785 1.0700 -4.1441  -0.238
O -0.1521 2.2161 -3.3705  -0.418
C 0.1721 2.0783 -2.0847  -0.438
O -0.2287 2.7939 -1.1477  -0.168
O 0.9341 0.9524 -1.9545  0.169
F -0.9657 0.4043 -4.4254  -0.235
H 2.1053 0.2824 -3.5589  1.114
H 0.7440 -0.7516 -3.0906  0.246
H 0.6417 1.3096 -5.1012  0.370
C -2.2362 2.0613 -0.2767  -0.356
C -1.9869 3.5493 -0.4491  1.267
O -2.1849 4.1471 0.8041  -0.435
C -2.6464 3.1339 1.6646  0.371
O -2.9902 3.3566 2.8463  -0.642
O -2.6224 1.9633 1.0597  -0.556
F -2.7351 4.1851 -1.3858  -0.489
H -1.4364 1.3271 -0.3738  -0.136
H -3.0830 1.7752 -0.9006  0.506
H -0.9882 3.7468 -0.8387  0.229

Summary:
DFT total energy = -124462.40796 eV
Kohn-Sham gap = 0.321 hartree
net charge = 0
HOMO = -9.003 eV
multiplicity = 1